[1]
{"formula": "C4H4N4", "method": "ωB97M-V/def2-TZVPD", "elements": ["C", "C", "C", "C", "H", "H", "H", "H", "N", "N", "N", "N"], "xyz": [[0.2848, 0.7812, 0.8493], [0.6539, -0.6448, 1.0063], [-0.5418, -1.1469, -0.8952], [-0.4834, 0.0320, -1.5699], [-0.4819, 1.1391, 2.5348], [1.3286, -0.9346, 1.7706], [-1.1567, -1.9196, -1.3096], [-0.9704, 0.2053, -2.5283], [-0.2474, 1.5973, 1.6840], [0.2592, -1.5798, 0.1950], [0.4741, 1.0359, -1.4366], [0.8812, 1.4348, -0.3003]], "atomic_forces_ev_per_a": [[0.0, 2.2, 1.3], [-0.8, -0.9, -1.7], [0.7, 0.1, 0.3], [0.5, -0.2, -0.3], [-0.5, -0.6, 0.9], [0.6, -0.1, 0.8], [-0.3, -0.3, -0.1], [-0.4, -0.6, 0.3], [0.8, -0.9, -1.6], [-0.5, 1.9, -0.2], [0.6, 0.9, 1.8], [-0.7, -1.7, -1.6]], "homo_lumo_gap_ev": 9.365, "energy_ev": -10169.789, "homo_ev": -9.8, "lumo_energy_ev": -0.483}

=====

[2]
{"formula": "C3H6O", "method": "ωB97M-V/def2-TZVPD", "elements": ["C", "C", "O", "C", "H", "H", "H", "H", "H", "H"], "xyz": [[-1.1455, -0.0237, 0.5267], [-0.0566, 0.5599, -0.2886], [-0.2485, 1.5241, -1.0005], [1.1955, -0.2493, -0.2589], [-1.7256, 0.7366, 1.0706], [-1.4483, -0.4708, -0.4651], [-0.9191, -0.8687, 1.1782], [1.6780, -0.2367, -1.2299], [1.7893, 0.2870, 0.4843], [1.0475, -1.2737, 0.1024]], "atomic_forces_ev_per_a": [[-0.2, -0.3, -0.4], [0.5, 0.4, 0.1], [0.4, -0.2, 0.4], [0.4, 0.1, -0.1], [-0.4, -0.5, -0.9], [-1.7, 0.0, 1.3], [0.4, 0.3, -0.1], [0.3, 0.0, 0.0], [0.4, -0.2, -0.1], [0.0, 0.3, -0.2]], "homo_lumo_gap_ev": 10.506, "energy_ev": -5254.963, "homo_ev": -9.6, "lumo_energy_ev": 0.907}

=====

[3]
{"formula": "C48H33F15GaGeNPS7", "method": "ωB97M-V/def2-TZVPD", "elements": ["Ga", "C", "C", "S", "C", "C", "S", "C", "C", "S", "H", "H", "H", "H", "H", "H", "H", "H", "H", "H", "H", "H", "N", "S", "C", "C", "C", "C", "C", "C", "C", "C", "C", "C", "C", "C", "H", "H", "H", "H", "H", "H", "H", "H", "H", "H", "H", "F", "C", "C", "C", "F", "C", "F", "C", "F", "C", "F", "Ge", "S", "C", "C", "F", "C", "F", "C", "F", "C", "F", "C", "F", "C", "C", "F", "C", "F", "C", "F", "C", "F", "C", "F", "S", "P", "S", "C", "C", "C", "C", "C", "C", "C", "C", "C", "C", "C", "C", "H", "H", "H", "H", "H", "H", "H", "H", "H", "H"], "xyz": [[0.1357, -0.2962, 0.8924], [4.2336, 2.4665, 0.1973], [4.4732, 1.0007, 0.5474], [3.1579, -0.1858, 0.1927], [2.8624, 0.0719, -1.5591], [1.9298, 1.2269, -1.9457], [0.3664, 1.3783, -1.0304], [0.3761, 3.0574, -0.3042], [1.7010, 3.8043, -0.1658], [2.8465, 3.2006, 1.0981], [4.0955, 2.6119, -0.8715], [5.1250, 3.0261, 0.4762], [4.6376, 0.8876, 1.6212], [5.3709, 0.6441, 0.0372], [2.4517, -0.8668, -1.9054], [3.8268, 0.2160, -2.0532], [1.6397, 1.1074, -2.9882], [2.4263, 2.1829, -1.8573], [-0.0970, 2.9330, 0.6707], [-0.2910, 3.6467, -0.9351], [1.4350, 4.8140, 0.1446], [2.2289, 3.9130, -1.1117], [-1.7966, 0.1300, 1.0159], [-2.7785, 0.7543, -0.0774], [-4.1544, 1.3563, 0.8693], [-5.3363, 1.6716, 0.2024], [-6.3860, 2.2024, 0.9319], [-6.2471, 2.4170, 2.3013], [-5.0580, 2.1079, 2.9427], [-3.9888, 1.5799, 2.2260], [-3.5149, -0.5358, -1.0484], [-3.2093, -0.5577, -2.4019], [-3.7142, -1.5878, -3.1878], [-4.5031, -2.5708, -2.6101], [-4.7934, -2.5394, -1.2466], [-4.3027, -1.5167, -0.4558], [-2.2797, -0.4365, 1.7110], [-5.4424, 1.4928, -0.8625], [-7.3163, 2.4440, 0.4324], [-7.0733, 2.8294, 2.8668], [-4.9510, 2.2753, 4.0085], [-3.0537, 1.3395, 2.7223], [-2.5786, 0.2146, -2.8323], [-3.4875, -1.6224, -4.2465], [-4.8939, -3.3749, -3.2227], [-5.4076, -3.3143, -0.8026], [-4.5267, -1.4836, 0.6067], [-1.7162, -3.6353, -2.3084], [-1.1579, -4.8521, -2.3199], [-0.1744, -5.1985, -1.4058], [0.3070, -6.4987, -1.4833], [1.2100, -6.9563, -0.6084], [-0.1436, -7.3992, -2.4276], [0.3352, -8.6372, -2.4744], [-1.1155, -7.0049, -3.3254], [-1.5630, -7.8552, -4.2343], [-1.6279, -5.7262, -3.2719], [-2.5738, -5.3506, -4.1338], [0.3958, -4.0023, 0.0246], [0.0230, -1.9383, -0.6414], [2.3283, -4.2873, 0.2638], [2.9880, -4.8695, 1.3351], [2.3366, -5.2948, 2.4219], [4.3569, -5.0578, 1.3468], [4.9570, -5.6043, 2.3998], [5.1101, -4.6788, 0.2555], [6.4234, -4.8524, 0.2599], [4.4910, -4.1269, -0.8450], [5.2121, -3.7658, -1.9069], [3.1272, -3.9551, -0.8227], [2.5781, -3.4633, -1.9488], [-0.5922, -4.4800, 1.6386], [-1.5709, -5.4627, 1.7099], [-2.0643, -6.0471, 0.6120], [-2.0959, -5.8856, 2.9143], [-3.0467, -6.8146, 2.9568], [-1.6215, -5.3377, 4.0885], [-2.1084, -5.7491, 5.2486], [-0.6449, -4.3606, 4.0616], [-0.1679, -3.8773, 5.2007], [-0.1801, -3.9337, 2.8398], [0.7712, -2.9885, 2.8313], [-1.6634, -1.3253, 3.9080], [-0.2529, -0.0344, 4.3323], [0.8958, 0.7274, 2.7320], [-0.8721, 1.4836, 5.1154], [-2.1863, 1.5578, 5.5645], [-2.6407, 2.7158, 6.1926], [-1.7868, 3.7952, 6.3677], [-0.4730, 3.7239, 5.9165], [-0.0159, 2.5727, 5.2957], [1.0006, -0.6118, 5.5016], [0.7515, -0.4438, 6.8656], [1.7063, -0.8167, 7.8017], [2.9127, -1.3579, 7.3824], [3.1580, -1.5411, 6.0269], [2.2094, -1.1640, 5.0872], [-2.8461, 0.7105, 5.4241], [-3.6630, 2.7696, 6.5468], [-2.1401, 4.6924, 6.8629], [0.1960, 4.5673, 6.0510], [1.0122, 2.5209, 4.9530], [-0.1931, -0.0319, 7.2008], [1.5075, -0.6793, 8.8573], [3.6654, -1.6348, 8.1119], [4.0935, -1.9785, 5.6990], [2.4138, -1.2976, 4.0367]], "atomic_forces_ev_per_a": [[-0.5, 0.3, -0.2], [0.0, -0.1, 0.0], [0.0, 0.0, 0.0], [-0.2, -0.1, 0.0], [0.0, 0.1, 0.1], [0.0, -0.2, -0.1], [0.2, -0.2, 0.2], [0.0, 0.0, -0.1], [0.0, -0.1, 0.1], [-0.1, 0.0, 0.2], [0.0, 0.0, 0.0], [0.1, 0.0, 0.0], [0.0, 0.1, 0.0], [0.0, 0.1, 0.0], [-0.1, -0.2, -0.1], [-0.1, 0.0, -0.1], [0.0, 0.0, 0.0], [0.0, 0.0, 0.0], [0.0, 0.0, 0.0], [0.0, 0.0, 0.0], [0.0, 0.1, 0.0], [-0.1, 0.1, 0.0], [0.1, 0.2, 0.0], [0.2, 0.1, -0.3], [-0.1, 0.1, 0.0], [0.0, 0.0, 0.1], [0.0, 0.0, 0.0], [0.0, 0.0, 0.0], [0.0, 0.0, 0.0], [-0.1, 0.0, 0.1], [-0.1, 0.0, 0.1], [0.0, 0.0, 0.0], [0.0, 0.1, 0.0], [0.0, 0.0, 0.0], [0.0, -0.1, -0.1], [0.1, 0.0, 0.0], [0.1, -0.1, 0.2], [0.0, 0.0, 0.1], [0.1, 0.0, 0.0], [0.0, 0.0, 0.0], [0.0, 0.0, -0.1], [-0.1, 0.0, -0.1], [-0.1, -0.1, 0.0], [0.0, 0.0, 0.1], [0.0, 0.0, 0.0], [0.0, 0.0, 0.0], [0.0, 0.0, -0.1], [0.1, 0.0, 0.1], [0.1, 0.1, 0.1], [-0.1, 0.0, -0.1], [-0.1, 0.0, 0.0], [0.1, 0.2, 0.1], [0.0, -0.1, 0.0], [0.0, 0.0, 0.0], [-0.1, -0.2, -0.2], [0.0, -0.1, -0.1], [-0.1, 0.0, -0.2], [0.0, 0.0, 0.0], [0.2, -0.2, 0.4], [0.2, 0.2, 0.1], [0.0, 0.0, -0.3], [-0.1, 0.0, 0.1], [-0.2, 0.1, -0.1], [0.1, 0.0, 0.1], [0.0, 0.0, 0.0], [0.3, 0.0, 0.0], [0.0, 0.0, 0.0], [0.2, 0.1, -0.2], [-0.1, 0.0, 0.1], [-0.1, 0.0, -0.1], [-0.2, 0.1, 0.1], [0.1, -0.1, 0.0], [-0.1, 0.1, 0.0], [0.1, 0.0, -0.2], [-0.1, -0.1, 0.0], [0.0, 0.0, 0.0], [0.0, 0.0, 0.2], [0.0, 0.0, 0.0], [0.0, -0.1, 0.2], [0.0, 0.1, 0.0], [0.2, -0.2, 0.0], [0.2, 0.1, -0.2], [-0.1, 0.2, 0.0], [0.0, 0.2, -0.1], [0.3, -0.3, 0.1], [-0.1, 0.1, 0.0], [0.0, 0.1, 0.0], [0.1, -0.1, -0.1], [0.0, 0.0, 0.0], [0.0, 0.0, 0.0], [0.0, 0.0, 0.0], [0.2, 0.1, 0.2], [0.0, -0.1, 0.0], [-0.1, 0.0, -0.1], [0.1, 0.0, -0.1], [0.0, 0.0, 0.0], [0.0, -0.1, 0.1], [0.0, 0.0, 0.0], [0.0, 0.0, 0.0], [0.0, -0.1, 0.0], [-0.1, -0.1, 0.0], [0.0, 0.0, 0.0], [0.0, 0.0, 0.0], [0.0, 0.0, 0.0], [-0.1, 0.0, -0.1], [0.0, 0.0, 0.0], [0.0, 0.0, -0.1]], "homo_lumo_gap_ev": 8.841, "energy_ev": -286587.645, "homo_ev": -10.9, "charge": 1, "lumo_energy_ev": -2.061}

=====

[4]
{"formula": "C9H10F9IrNO8S2Se2", "method": "ωB97M-V/def2-TZVPD", "elements": ["Ir", "O", "C", "C", "C", "O", "C", "Se", "C", "Se", "H", "H", "H", "H", "H", "H", "H", "H", "H", "H", "F", "C", "F", "F", "S", "O", "O", "N", "S", "O", "O", "C", "F", "F", "F", "F", "C", "F", "F", "C", "O", "O"], "xyz": [[0.5887, 0.2167, 0.0654], [-3.6697, -2.0591, -0.3641], [-3.2816, -0.7721, 0.1018], [-2.6648, -0.8101, 1.5100], [-3.7909, -1.2145, 2.4767], [-3.3867, -1.2808, 3.8389], [-1.5630, -1.8738, 1.6075], [-0.3280, -2.0090, 0.0842], [-2.2165, 0.6241, 1.8907], [-0.3143, 1.0621, 2.0512], [-2.8796, -2.4701, -0.7371], [-4.1937, -0.1696, 0.1458], [-2.6069, -0.2874, -0.6051], [-4.2147, -2.1712, 2.1527], [-4.5831, -0.4638, 2.4441], [-2.6418, -1.8877, 3.8992], [-2.0275, -2.8595, 1.6895], [-0.9424, -1.7143, 2.4906], [-2.6195, 0.8806, 2.8709], [-2.6115, 1.3365, 1.1645], [5.9408, -1.2873, 0.2602], [5.1684, -2.1927, -0.3326], [4.9400, -3.1852, 0.5354], [5.8205, -2.6933, -1.3806], [3.5431, -1.4833, -0.8428], [3.0364, -0.8121, 0.3377], [2.8008, -2.5973, -1.3458], [4.0520, -0.4718, -1.9475], [3.1510, 0.7715, -2.2848], [1.7427, 0.5081, -2.0492], [3.5357, 1.3334, -3.5376], [3.6415, 2.0854, -1.0543], [2.9217, 2.0184, 0.0685], [4.9333, 1.9441, -0.7330], [3.4741, 3.2865, -1.5923], [-1.5744, 2.9115, -3.4608], [-1.6449, 3.2809, -2.1678], [-1.4477, 4.6037, -2.1171], [-2.9095, 3.0543, -1.7605], [-0.6091, 2.4952, -1.3172], [0.4097, 3.0558, -0.9595], [-0.9786, 1.2972, -1.0960]], "atomic_forces_ev_per_a": [[0.1, -0.2, -0.3], [0.0, 0.0, 0.0], [-0.1, 0.0, 0.0], [0.1, 0.1, 0.0], [0.0, -0.1, 0.0], [0.1, 0.0, 0.0], [0.0, -0.1, 0.1], [0.0, 0.0, 0.0], [-0.1, -0.1, 0.0], [0.0, 0.1, 0.3], [0.0, 0.0, 0.0], [0.0, 0.0, 0.0], [0.1, 0.0, 0.1], [0.0, 0.0, 0.0], [0.0, 0.0, 0.0], [0.0, 0.0, 0.0], [0.0, 0.0, -0.1], [0.0, 0.0, 0.0], [0.0, 0.0, 0.0], [0.0, 0.0, 0.0], [0.0, 0.1, 0.0], [0.0, -0.1, 0.0], [0.0, 0.1, 0.0], [0.0, 0.0, 0.0], [0.1, 0.0, -0.2], [-0.1, 0.0, 0.2], [0.0, 0.0, 0.0], [-0.1, -0.1, 0.1], [0.4, -0.1, -0.3], [-0.3, 0.1, 0.2], [-0.1, 0.0, 0.0], [0.0, 0.1, 0.1], [0.2, 0.0, 0.0], [-0.1, 0.0, 0.0], [0.0, -0.1, 0.0], [0.0, 0.0, 0.1], [0.0, 0.0, -0.1], [0.0, -0.1, 0.0], [0.0, 0.0, 0.0], [-0.1, 0.0, 0.0], [0.0, 0.0, 0.0], [0.0, 0.0, -0.2]], "homo_lumo_gap_ev": [7.178, 7.268], "spin_multiplicity": 5, "energy_ev": -207025.224, "homo_ev": [-4.8, -6.7], "charge": -1, "lumo_energy_ev": [2.362, 0.585]}